# 1
One molecule with the formula C5H10O2 at a distorted geometry, computed with ωB97M-V/def2-TZVPD.

Values from the calculation:
Energy above the lowest of the compared OMol25 structures with the same formula, charge and spin: 319.81 kJ/mol
HOMO level: -9.7 eV
LUMO level: 0.9 eV
Frontier orbital gap: 10.6352 eV

```
! RIJCOSX wB97M-V def2-TZVPD def2/J DEFGRID3
* xyz 0 1
C -0.2595 2.0608 -0.1292
C 0.0767 0.5780 -0.2771
C -0.6668 -0.4947 0.5420
C 0.1625 -1.5495 1.2559
O 1.2646 -2.0091 0.5026
C 0.1738 -0.0152 -1.6050
O 1.3479 0.4313 -0.9543
H -0.9185 2.2711 0.7184
H 0.6305 2.6956 -0.0127
H -0.7555 2.3953 -1.0453
H -1.3374 -1.0044 -0.1700
H -1.3334 0.0399 1.2163
H -0.4583 -2.4346 1.4314
H 0.4725 -1.1364 2.2220
H 1.8244 -1.2412 0.3157
H -0.3807 0.5197 -2.3636
H 0.1572 -1.1064 -1.6470
*
```

Atom charges from the Löwdin analysis, given in e for atoms 1 to 6: number 1, C, carries 0.00; number 2, C, carries -0.45; number 3, C, carries -0.12; number 4, C, carries -0.25; number 5, O, carries -0.06; number 6, C, carries -0.13



# 2
C16H25NNdO4S5 as an isolated structure at a distorted geometry, computed with ωB97M-V/def2-TZVPD.

Values from the calculation:
HOMO level (alpha / beta): -9.4 / -9.4 eV
LUMO level (alpha / beta): -4.1 / -3.9 eV
Frontier orbital gap (alpha / beta): 5.3639 / 5.4958 eV

```
! RIJCOSX wB97M-V def2-TZVPD def2/J DEFGRID3
* xyz 1 4
Nd 1.0164 -0.0787 -0.5816
C -1.7083 2.8212 -0.5483
C -2.6781 1.6741 -0.8083
S -2.0183 0.1013 -0.2260
C -2.9055 -1.1089 -1.2244
C -2.1318 -2.4179 -1.3092
S -0.5108 -2.3021 -2.1015
C -0.9199 -1.8407 -3.7872
C 0.2625 -1.1515 -4.4595
S 0.8418 0.3635 -3.6603
C -0.6515 1.3734 -3.7465
C -0.4370 2.7368 -3.1022
S -0.0782 2.7139 -1.3307
H -1.5013 2.9253 0.5189
H -2.1646 3.7595 -0.8645
H -2.9123 1.5864 -1.8697
H -3.6102 1.8735 -0.2800
H -3.0844 -0.6783 -2.2105
H -3.8755 -1.2961 -0.7651
H -2.7306 -3.1657 -1.8291
H -1.9348 -2.8255 -0.3162
H -1.8021 -1.2035 -3.8089
H -1.1573 -2.7468 -4.3453
H 0.0064 -0.8987 -5.4887
H 1.1324 -1.8078 -4.5102
H -1.4751 0.8513 -3.2617
H -0.8955 1.5005 -4.8031
H -1.3175 3.3633 -3.2518
H 0.3973 3.2599 -3.5695
C 3.5529 -2.6590 0.5615
C 2.5912 -1.6702 0.0923
O 1.3450 -1.8917 0.2928
H 3.1558 -3.3212 1.3302
H 4.4774 -2.1740 0.8754
H 3.8197 -3.2511 -0.3261
N 2.2058 1.5525 1.0816
C 1.7371 1.0290 2.3727
C 2.4682 1.1952 3.5333
C 1.9709 0.6657 4.7186
C 0.7518 -0.0103 4.7544
C 0.0258 -0.1716 3.5798
C 0.5315 0.3493 2.4062
S 0.1031 -0.6727 6.2805
O -0.8030 0.3603 6.7343
O -0.5411 -1.8943 5.8284
O 1.2958 -0.8558 7.0808
H 3.2204 1.5170 1.0554
H 1.9726 2.5387 1.0009
H 3.4167 1.7209 3.5141
H 2.5297 0.7562 5.6419
H -0.9063 -0.7231 3.6129
H -0.0774 0.2285 1.5190
*
```

Atom charges from the Löwdin analysis, given in e for atoms 1 to 6: number 1, Nd, carries 1.44; number 2, C, carries -0.49; number 3, C, carries -0.48; number 4, S, carries 0.87; number 5, C, carries -0.49; number 6, C, carries -0.49



# 3
C71H107GeN3O4STi as an isolated structure at a distorted geometry, computed with ωB97M-V/def2-TZVPD.

Values from the calculation:
HOMO level (alpha / beta): -6.7 / -7.4 eV
LUMO level (alpha / beta): 0.5 / -1.3 eV
Frontier orbital gap (alpha / beta): 7.1721 / 6.0758 eV

```
! RIJCOSX wB97M-V def2-TZVPD def2/J DEFGRID3
* xyz 0 3
Ti 0.8371 0.6260 0.7443
C -4.5437 4.7184 3.2935
C -3.8184 5.7870 2.4703
C -4.8195 6.4731 1.5287
C -3.2594 6.8130 3.4589
C -2.7387 5.2304 1.5502
C -2.9553 3.9949 0.9079
C -2.0141 3.0673 0.4264
C -2.5964 1.6651 0.5451
N -2.2470 0.5816 -0.3697
C -3.2009 -0.4950 -0.1201
C -2.5348 -1.5723 0.7319
N -1.2366 -1.8534 0.1640
C -1.3490 -2.4213 -1.1681
C -0.1760 -1.9835 -2.0253
N 0.0280 -0.5412 -1.9428
C -1.0683 0.1626 -2.6205
C -2.1089 0.9586 -1.7615
C 1.3415 -0.2361 -2.5285
C 2.4899 -1.0635 -1.9837
C 3.4595 -1.4925 -2.8725
C 4.5514 -2.2336 -2.4482
C 4.5458 -2.6463 -1.1229
C 3.6130 -2.2430 -0.1745
C 2.5813 -1.3631 -0.6051
O 1.6839 -0.8033 0.1942
C 3.7445 -2.8401 1.2375
C 5.1943 -3.2553 1.5579
C 2.8756 -4.1148 1.3232
C 3.3241 -1.8736 2.3482
C 5.7024 -2.5896 -3.3798
C 5.9000 -1.4805 -4.4189
C 7.0193 -2.7251 -2.5992
C 5.3869 -3.9079 -4.0972
C -0.4203 -2.7341 0.9745
C -0.2815 -2.4755 2.4536
C -0.4685 -3.6066 3.2347
C -0.1862 -3.6356 4.5855
C 0.3128 -2.4619 5.1218
C 0.5331 -1.2988 4.3970
C 0.1742 -1.2553 3.0175
O 0.2441 -0.1529 2.2703
C 1.1872 -0.1883 5.2242
C 0.1212 0.4112 6.1549
C 1.7738 0.9272 4.3750
C 2.3465 -0.7588 6.0644
C -0.2926 -4.8847 5.4415
C -0.9311 -6.0584 4.6936
C -1.1411 -4.5857 6.6833
C 1.1266 -5.2986 5.8588
C -0.6590 3.1903 0.0891
O 0.0343 2.0823 -0.0493
C 0.0383 4.5688 -0.1666
C -1.6435 5.9461 1.2093
C 0.8199 4.5965 -1.5780
C 2.2454 5.1224 -1.3987
C 0.1459 5.4447 -2.6735
C 0.9545 3.2088 -2.2028
H -5.2807 5.1924 3.9435
H -3.8300 4.1899 3.9190
H -5.0667 3.9995 2.6687
H -5.6588 6.8806 2.0854
H -5.1983 5.7663 0.7944
H -4.3303 7.2824 0.9938
H -4.0564 7.1456 4.1213
H -2.8555 7.6831 2.9513
H -2.4746 6.3697 4.0669
H -3.9581 3.6042 0.9835
H -3.6954 1.7948 0.5074
H -2.3574 1.2935 1.5574
H -3.5532 -0.9064 -1.0696
H -4.1038 -0.1313 0.3964
H -3.1796 -2.4678 0.7908
H -2.3813 -1.1970 1.7458
H -2.2692 -2.0856 -1.6372
H -1.3888 -3.5253 -1.1391
H -0.3445 -2.3066 -3.0715
H 0.7257 -2.4811 -1.6713
H -1.6281 -0.5625 -3.2317
H -0.6469 0.8880 -3.3293
H -3.0715 0.8818 -2.3001
H -1.8336 2.0142 -1.7805
H 1.5496 0.8218 -2.3600
H 1.3218 -0.3980 -3.6239
H 3.3510 -1.2140 -3.9100
H 5.3272 -3.3155 -0.8120
H 5.4838 -4.1679 1.0397
H 5.2705 -3.4516 2.6266
H 5.8925 -2.4606 1.3072
H 2.8811 -4.6530 0.3763
H 1.8525 -3.8721 1.5896
H 3.2617 -4.7805 2.0943
H 4.0750 -1.0951 2.4691
H 3.2326 -2.4230 3.2848
H 2.3700 -1.4078 2.1244
H 5.9919 -0.5173 -3.9238
H 5.0706 -1.4372 -5.1179
H 6.8045 -1.6591 -4.9957
H 7.1691 -1.8552 -1.9624
H 7.8575 -2.7920 -3.2916
H 7.0390 -3.6189 -1.9804
H 4.4688 -3.8104 -4.6716
H 5.2584 -4.7149 -3.3794
H 6.1923 -4.1762 -4.7773
H 0.5762 -2.7041 0.5277
H -0.7955 -3.7734 0.8668
H -0.8257 -4.4949 2.7388
H 0.5725 -2.4535 6.1671
H -0.6847 0.8434 5.5653
H 0.5556 1.1964 6.7723
H -0.3044 -0.3505 6.8058
H 0.9757 1.4127 3.8312
H 2.5036 0.5354 3.6648
H 2.2586 1.6696 5.0097
H 2.0072 -1.3094 6.9378
H 2.9694 0.0582 6.4205
H 2.9650 -1.4159 5.4582
H -1.9285 -5.8012 4.3453
H -1.0151 -6.9133 5.3616
H -0.3220 -6.3563 3.8436
H -2.1253 -4.2322 6.3827
H -0.6798 -3.8238 7.3058
H -1.2651 -5.4839 7.2848
H 1.7285 -5.4980 4.9746
H 1.0986 -6.1992 6.4692
H 1.6158 -4.5133 6.4286
H -1.2978 6.7982 1.7674
H 2.2542 6.1437 -1.0346
H 2.7596 5.1079 -2.3594
H 2.7983 4.4930 -0.7029
H 0.2569 6.5082 -2.4873
H -0.9081 5.2097 -2.7888
H 0.6335 5.2329 -3.6254
H 1.5196 2.5635 -1.5357
H 1.4799 3.2763 -3.1568
H -0.0218 2.7724 -2.3920
C 7.3076 4.2453 -1.2429
C 5.8468 3.8161 -1.1881
C 5.6539 2.3168 -1.3879
C 4.1824 1.9233 -1.3520
Ge 3.3673 1.4720 0.5110
C 4.1813 2.7849 1.8970
C 5.6653 2.6816 2.2440
C 5.9818 1.4712 3.1147
C 7.4792 1.3043 3.3410
H 7.3907 5.3213 -1.1037
H 7.7488 3.9917 -2.2043
H 7.8836 3.7553 -0.4618
H 5.2946 4.3495 -1.9647
H 5.4225 4.1009 -0.2263
H 6.1956 1.7590 -0.6251
H 6.0824 2.0394 -2.3558
H 4.0580 0.9895 -1.9066
H 3.6242 2.6894 -1.8857
H 4.4311 0.3228 0.6908
H 3.6066 2.6510 2.8160
H 3.9722 3.8004 1.5497
H 5.9697 3.5890 2.7794
H 6.2562 2.6246 1.3321
H 5.5936 0.5792 2.6208
H 5.4738 1.5762 4.0761
H 7.9956 1.1944 2.3905
H 7.6766 0.4195 3.9411
H 7.8962 2.1691 3.8533
O 1.0153 2.3771 2.0738
S 1.3379 3.7961 2.3746
C 0.9105 4.8948 1.0198
C -1.0422 5.6969 -0.1455
C -0.6525 7.0684 -0.5929
C 0.3887 7.8058 -0.1348
C 1.3639 7.3766 0.7806
C 1.4786 6.1075 1.3415
C 0.1023 4.1766 3.6715
C -0.9791 3.3330 3.8483
C -1.7066 3.3870 5.0256
C -1.3514 4.2859 6.0202
C -0.2818 5.1470 5.8292
C 0.4556 5.0830 4.6586
H -1.8587 5.3396 -0.7822
H -1.3833 7.5541 -1.2249
H 0.4774 8.8298 -0.4791
H 2.0559 8.1299 1.1311
H 2.1444 6.0572 2.2005
H -1.2190 2.6113 3.0795
H -2.5281 2.6998 5.1792
H -1.9035 4.3096 6.9479
H 0.0040 5.8398 6.6076
H 1.3200 5.7173 4.5281
*
```

Atom charges from the Löwdin analysis, given in e for atoms 1 to 6: number 1, Ti, carries 1.01; number 2, C, carries -0.04; number 3, C, carries -0.54; number 4, C, carries -0.04; number 5, C, carries -0.04; number 6, C, carries -0.19



# 4
One molecule with the formula ClHNO2P at a distorted geometry, computed with ωB97M-V/def2-TZVPD.

Values from the calculation:
Energy above the lowest of the compared OMol25 structures with the same formula, charge and spin: 99.10 kJ/mol
HOMO level: -10.7 eV
LUMO level: -1.1 eV
Frontier orbital gap: 9.6071 eV

```
! RIJCOSX wB97M-V def2-TZVPD def2/J DEFGRID3
* xyz 0 1
O 0.8231 -1.1250 -1.5137
N 1.6220 -0.8148 -0.5079
O 2.7346 -1.3121 -0.3427
P 0.8147 0.4472 0.4952
Cl 0.8810 -0.3559 2.4066
H -0.4528 -0.0687 0.3545
*
```

For each atom in turn, the Löwdin charge in e is: number 1, O, carries -0.09; number 2, N, carries -0.60; number 3, O, carries 0.02; number 4, P, carries 0.64; number 5, Cl, carries 0.14; number 6, H, carries -0.10